(A)
C2H11N2O2 | ωB97M-V/def2-TZVPD

CARTESIAN COORDINATES (ANGSTROEM)
C -1.111 0.156 0.011
C -0.880 -0.072 -1.291
N 0.479 -0.153 -1.830
N -0.194 0.236 0.992
H -2.128 0.431 0.256
H -1.620 0.182 -2.028
H 1.064 -0.998 -1.749
H 1.063 0.563 -1.380
H 0.583 0.120 -2.806
H -0.462 0.300 1.966
H 0.784 0.058 0.861
H 4.114 -0.929 -0.532
H 4.298 -1.055 -2.027
O 3.695 -0.672 -1.376
H -3.019 -0.144 2.863
H -3.021 0.868 3.950
O -2.602 0.699 3.097

Computed properties:
charge	+1
molecular weight	95.12	g/mol
LUMO level	-0.1204	Eh
gap between HOMO and LUMO	9.649	eV
highest occupied orbital energy	-12.9	eV

These are the natural (NBO) partial charges, in e, on atoms 1 to 4:
1 C 0.08
2 C -0.26
3 N -0.68
4 N -0.78


(B)
C2H11N2O2 | ωB97M-V/def2-TZVPD

CARTESIAN COORDINATES (ANGSTROEM)
C 0.934 2.069 -0.755
N 0.421 0.577 -0.719
C 0.788 -0.238 -1.679
N 0.907 -1.626 -1.553
H 1.909 2.060 -1.171
H 0.276 2.661 -1.368
H 1.142 2.461 0.264
H -0.362 0.416 0.124
H 1.056 0.158 -2.660
H 0.885 -2.168 -0.706
H 1.398 -2.022 -2.314
H -2.650 -2.332 2.842
H -2.575 -1.865 1.404
O -2.005 -1.887 2.200
H -0.670 1.304 2.362
H -0.904 -0.202 2.057
O -0.549 0.633 1.673

Computed properties:
charge	+1
molecular weight	95.12	g/mol
LUMO level	-0.1292	Eh
gap between HOMO and LUMO	10.978	eV
highest occupied orbital energy	-14.5	eV

These are the natural (NBO) partial charges, in e, on atoms 1 to 4:
1 C -0.41
2 N -0.56
3 C 0.40
4 N -0.74


(C)
C2H11N2O2 | ωB97M-V/def2-TZVPD

CARTESIAN COORDINATES (ANGSTROEM)
C -0.825 -0.037 -0.303
C 0.151 0.584 0.388
N 1.123 -0.229 1.153
N -1.718 0.679 -1.048
H -0.750 -1.137 -0.285
H 0.445 1.583 0.075
H 0.729 -0.848 1.863
H 1.278 -0.873 0.370
H 1.923 0.315 1.466
H -2.590 0.218 -1.253
H -1.843 1.672 -0.941
H 2.832 2.793 0.095
H 2.217 3.869 0.903
O 1.964 3.094 0.381
H -1.355 -4.434 -0.499
H -2.262 -3.588 -1.286
O -1.320 -3.661 -1.078

Computed properties:
charge	+1
molecular weight	95.12	g/mol
LUMO level	-0.1223	Eh
gap between HOMO and LUMO	9.292	eV
highest occupied orbital energy	-12.6	eV

These are the natural (NBO) partial charges, in e, on atoms 1 to 4:
1 C 0.05
2 C -0.26
3 N -0.69
4 N -0.77


(D)
C2H11N2O2 | ωB97M-V/def2-TZVPD

CARTESIAN COORDINATES (ANGSTROEM)
C 0.655 1.780 -1.097
N 0.017 0.587 -0.549
C -1.087 0.113 -1.050
N -1.654 -1.013 -0.623
H -0.029 2.628 -1.225
H 1.200 1.700 -2.044
H 1.393 2.090 -0.364
H 0.635 -0.026 -0.003
H -1.610 0.752 -1.767
H -1.501 -1.163 0.390
H -2.208 -1.486 -1.315
H 2.953 -1.323 0.484
H 1.949 -0.966 1.458
O 2.044 -0.948 0.489
H -0.787 -0.202 2.656
H -1.089 -1.632 2.571
O -0.880 -0.891 1.988

Computed properties:
charge	+1
molecular weight	95.12	g/mol
LUMO level	-0.1160	Eh
gap between HOMO and LUMO	11.238	eV
highest occupied orbital energy	-14.4	eV

These are the natural (NBO) partial charges, in e, on atoms 1 to 4:
1 C -0.44
2 N -0.51
3 C 0.41
4 N -0.78


Q: Which of them is the least stable? A: (C).


(A)
C5H11BrO2 | ωB97M-V/def2-TZVPD

CARTESIAN COORDINATES (ANGSTROEM)
C 2.096 -2.032 1.139
C 1.600 0.381 0.403
C -3.305 0.486 -0.184
C -1.314 1.556 -0.710
C 2.000 -1.006 -0.095
O -0.766 2.565 -1.349
O -2.633 1.388 -1.049
Br 0.526 -1.731 -1.248
H 1.180 -2.101 1.764
H 2.372 -3.033 0.819
H 2.812 -1.640 1.769
H 0.667 0.477 0.993
H 1.416 0.852 -0.540
H 2.435 0.874 0.901
H -4.075 0.051 -0.836
H -3.874 0.983 0.638
H -2.707 -0.196 0.248
H 2.976 -0.987 -0.693
H -1.405 3.114 -1.970

Computed properties:
charge	0
molecular weight	183.05	g/mol
LUMO level	0.0291	Eh
gap between HOMO and LUMO	9.908	eV
highest occupied orbital energy	-9.1	eV

These are the natural (NBO) partial charges, in e, on atoms 1 to 4:
1 C -0.62
2 C -0.65
3 C -0.24
4 C 0.44


(B)
C5H11BrO2 | ωB97M-V/def2-TZVPD

CARTESIAN COORDINATES (ANGSTROEM)
C 0.167 0.090 1.368
C 0.087 0.451 -0.085
C 1.112 -0.250 -0.896
C 0.237 1.905 -0.354
O -1.258 0.077 -0.585
H -0.188 -0.875 1.481
H 1.252 0.053 1.592
H -0.410 0.846 1.807
H 1.063 0.052 -1.858
H 0.762 -1.288 -0.747
H 2.061 -0.130 -0.549
H 0.612 2.081 -1.371
H -0.533 2.617 -0.029
H 1.216 2.217 0.141
H -2.227 0.660 -0.850
O -2.988 -0.904 -2.101
C -3.646 -1.115 -1.106
Br -3.976 0.102 0.499
H -4.155 -2.110 -1.064

Computed properties:
charge	0
molecular weight	183.05	g/mol
SMILES	CC(C)(C)O.O=CBr
LUMO level	0.0110	Eh
gap between HOMO and LUMO	9.721	eV
highest occupied orbital energy	-9.4	eV

These are the natural (NBO) partial charges, in e, on atoms 1 to 4:
1 C -0.62
2 C 0.28
3 C -0.61
4 C -0.63


Q: Which of them is the least stable? A: (B).


(A)
C2H4OS2 | ωB97M-V/def2-TZVPD

CARTESIAN COORDINATES (ANGSTROEM)
O 2.217 -0.675 0.370
C 1.433 0.434 0.103
C -0.142 0.226 -0.015
S -1.115 1.492 -0.393
S -0.691 -1.380 0.206
H 2.107 -1.298 -0.388
H 1.494 1.052 1.014
H 1.699 0.877 -0.769
H -1.873 -0.974 -0.352

Computed properties:
charge	0
molecular weight	108.19	g/mol
SMILES	OCC(=S)S
LUMO level	-0.0109	Eh
gap between HOMO and LUMO	8.557	eV
highest occupied orbital energy	-8.9	eV

These are the natural (NBO) partial charges, in e, on atoms 1 to 4:
1 O -0.69
2 C -0.12
3 C -0.33
4 S -0.02


(B)
C2H4OS2 | ωB97M-V/def2-TZVPD

CARTESIAN COORDINATES (ANGSTROEM)
C -0.153 -2.097 0.255
C 0.211 1.373 -0.715
O 0.422 2.931 1.399
S -0.987 -2.871 -0.907
S -0.223 1.745 0.860
H -0.763 -1.808 1.145
H 0.750 -1.684 0.203
H 0.989 1.908 -1.181
H -0.247 0.505 -1.059

Computed properties:
charge	0
molecular weight	108.19	g/mol
LUMO level	-0.0301	Eh
gap between HOMO and LUMO	8.393	eV
highest occupied orbital energy	-9.2	eV

These are the natural (NBO) partial charges, in e, on atoms 1 to 4:
1 C -0.45
2 C -0.72
3 O -0.89
4 S 0.08


(C)
C2H4OS2 | ωB97M-V/def2-TZVPD

CARTESIAN COORDINATES (ANGSTROEM)
C -0.311 0.588 -0.267
C 0.420 0.145 0.763
S 1.264 -1.438 0.529
O 1.136 -2.238 1.687
S 3.082 -1.242 -0.049
H -0.843 1.558 -0.153
H -0.434 -0.020 -1.233
H 0.666 0.764 1.652
H 0.553 -2.453 -0.241

Computed properties:
charge	0
molecular weight	108.19	g/mol
SMILES	C=C[S@H](=O)=S
LUMO level	-0.0043	Eh
gap between HOMO and LUMO	9.161	eV
highest occupied orbital energy	-9.3	eV

These are the natural (NBO) partial charges, in e, on atoms 1 to 4:
1 C -0.34
2 C -0.45
3 S 1.38
4 O -0.98


Q: Which of them is the least stable? A: (C).


(A)
C19H21NO4 | ωB97M-V/def2-TZVPD

CARTESIAN COORDINATES (ANGSTROEM)
C -4.411 -3.219 -2.170
O -3.172 -3.782 -1.791
C -2.227 -2.878 -1.446
C -1.621 -3.001 -0.193
C -0.765 -1.965 0.281
C -0.211 -1.978 1.555
C 0.614 -0.919 1.980
C 0.936 0.129 1.130
C 1.789 1.293 1.677
O 2.839 0.662 2.368
C 2.387 2.134 0.557
C 3.614 1.913 -0.034
N 3.852 2.792 -1.052
C 2.756 3.500 -1.096
O 1.825 3.161 -0.160
C 1.033 2.161 2.747
C -0.205 2.842 2.152
C 1.892 3.219 3.487
C 0.331 0.189 -0.151
C -0.549 -0.833 -0.556
C -1.113 -0.772 -1.782
C -1.869 -1.805 -2.258
O -2.218 -1.746 -3.561
C -1.498 -2.689 -4.366
H -4.583 -2.332 -1.607
H -5.188 -3.944 -1.920
H -4.470 -3.008 -3.226
H -1.842 -3.892 0.380
H -0.386 -2.795 2.236
H 0.989 -0.940 2.992
H 3.261 -0.025 1.837
H 4.268 1.123 0.275
H 2.695 4.313 -1.812
H 0.730 1.454 3.555
H 0.041 3.631 1.476
H -0.793 3.273 2.963
H -0.802 2.084 1.658
H 2.724 2.734 4.026
H 2.286 3.915 2.752
H 1.265 3.764 4.158
H 0.587 1.008 -0.819
H -0.941 0.044 -2.455
H -0.434 -2.743 -4.068
H -1.537 -2.380 -5.421
H -1.876 -3.692 -4.297

Computed properties:
charge	0
molecular weight	327.38	g/mol
SMILES	COc1cc2ccc([C@@](O)(c3cnco3)C(C)C)cc2cc1OC
LUMO level	0.0140	Eh
gap between HOMO and LUMO	8.381	eV
highest occupied orbital energy	-8.0	eV

These are the natural (NBO) partial charges, in e, on atoms 1 to 4:
1 C -0.25
2 O -0.51
3 C 0.25
4 C -0.22


(B)
C19H21NO4 | ωB97M-V/def2-TZVPD

CARTESIAN COORDINATES (ANGSTROEM)
C 2.655 0.243 -2.562
C 2.242 1.711 -2.521
O 1.495 2.031 -1.359
C 0.310 1.417 -1.090
C 0.023 1.301 0.267
C -1.165 0.756 0.719
C -1.481 0.590 2.200
N -0.442 1.084 3.064
C 0.712 0.387 3.275
O 1.669 0.874 3.838
C 0.622 -1.024 2.835
C 1.739 -1.851 2.854
C 1.617 -3.193 2.553
C 0.370 -3.721 2.252
C -0.751 -2.911 2.225
C -0.627 -1.556 2.501
O -1.746 -0.773 2.476
C -2.084 0.295 -0.210
C -1.817 0.397 -1.562
C -0.638 0.967 -2.032
O -0.350 1.148 -3.354
C -1.155 0.561 -4.368
C -0.929 -0.949 -4.449
C -0.749 1.247 -5.670
H 3.182 -0.023 -1.649
H 1.780 -0.396 -2.654
H 3.308 0.070 -3.413
H 1.692 1.980 -3.427
H 3.127 2.348 -2.439
H 0.774 1.662 0.952
H -2.419 1.112 2.438
H -0.456 2.054 3.336
H 2.689 -1.414 3.122
H 2.487 -3.833 2.564
H 0.269 -4.773 2.031
H -1.726 -3.309 1.992
H -3.008 -0.151 0.124
H -2.559 0.040 -2.257
H -2.215 0.775 -4.172
H 0.107 -1.151 -4.710
H -1.144 -1.426 -3.495
H -1.574 -1.379 -5.210
H 0.300 1.054 -5.878
H -0.895 2.320 -5.586
H -1.351 0.870 -6.492

Computed properties:
charge	0
molecular weight	327.38	g/mol
SMILES	CCOc1cc([C@@H]2NC(=O)c3ccccc3O2)ccc1OC(C)C
LUMO level	0.0255	Eh
gap between HOMO and LUMO	8.943	eV
highest occupied orbital energy	-8.2	eV

These are the natural (NBO) partial charges, in e, on atoms 1 to 4:
1 C -0.64
2 C -0.06
3 O -0.50
4 C 0.25


Q: Which of them is the least stable? A: (A).


(A)
C3H9BNO4 | ωB97M-V/def2-TZVPD

CARTESIAN COORDINATES (ANGSTROEM)
C 0.607 1.767 -2.192
O -0.351 0.773 -2.019
C 0.264 -0.479 -1.698
B 0.602 -0.509 -0.110
N 2.000 -0.835 0.237
H 1.422 1.457 -2.858
H 0.092 2.634 -2.604
H 1.064 2.098 -1.246
H -0.403 -1.306 -1.956
H 1.173 -0.633 -2.306
H -0.219 -0.245 0.695
H 2.103 -0.818 1.242
H 2.554 -0.089 -0.163
C -1.797 -0.783 3.166
O -2.394 -0.482 4.242
O -2.654 -0.884 2.066
O -0.590 -0.996 2.957
H -3.473 -0.670 2.547

Computed properties:
charge	-1
molecular weight	133.92	g/mol
LUMO level	0.1138	Eh
gap between HOMO and LUMO	7.235	eV
highest occupied orbital energy	-4.1	eV

These are the natural (NBO) partial charges, in e, on atoms 1 to 4:
1 C -0.24
2 O -0.54
3 C -0.39
4 B 0.67


(B)
C3H9BNO4 | ωB97M-V/def2-TZVPD

CARTESIAN COORDINATES (ANGSTROEM)
C 2.662 -0.767 -0.946
O 2.021 0.469 -0.870
C 0.758 0.465 -1.551
B -0.391 -0.202 -0.662
N -1.171 -1.235 -1.293
H 2.711 -1.141 -1.973
H 3.666 -0.643 -0.555
H 2.168 -1.533 -0.337
H 0.497 1.494 -1.779
H 0.862 -0.039 -2.517
H -0.568 0.131 0.457
H -1.842 -1.620 -0.637
H -0.549 -1.970 -1.613
C -2.381 0.947 2.772
O -2.760 0.983 3.968
O -1.547 2.033 2.407
O -2.616 0.127 1.880
H -1.520 2.501 3.249

Computed properties:
charge	-1
molecular weight	133.92	g/mol
LUMO level	0.1132	Eh
gap between HOMO and LUMO	7.226	eV
highest occupied orbital energy	-4.1	eV

These are the natural (NBO) partial charges, in e, on atoms 1 to 4:
1 C -0.24
2 O -0.54
3 C -0.39
4 B 0.65


Q: Which of them is the least stable? A: (A).


(A)
CH3O2PS | ωB97M-V/def2-TZVPD

CARTESIAN COORDINATES (ANGSTROEM)
O -1.302 2.465 -0.610
C -0.899 1.367 -0.817
O -1.212 0.300 -0.060
S -0.244 -1.270 -0.447
P 1.198 -0.754 0.916
H -0.333 1.139 -1.713
H 2.214 -1.810 0.780
H 0.578 -1.436 1.951

Computed properties:
charge	0
molecular weight	110.07	g/mol
SMILES	O=COSP
LUMO level	-0.0330	Eh
gap between HOMO and LUMO	8.996	eV
highest occupied orbital energy	-9.9	eV

These are the natural (NBO) partial charges, in e, on atoms 1 to 4:
1 O -0.53
2 C 0.64
3 O -0.61
4 S 0.21


(B)
CH3O2PS | ωB97M-V/def2-TZVPD

CARTESIAN COORDINATES (ANGSTROEM)
C -0.278 1.042 -0.466
O 1.820 1.048 1.537
O -0.072 2.153 0.208
P -0.373 -0.460 0.594
S 1.730 2.001 0.371
H -0.836 1.232 -1.403
H -0.310 -1.406 -0.517
H 1.085 -0.465 1.161

Computed properties:
charge	0
molecular weight	110.07	g/mol
LUMO level (spin up / spin down)	-0.0393 / -0.0393	Eh
gap between HOMO and LUMO (spin up / spin down)	7.288 / 7.282	eV
highest occupied orbital energy (spin up / spin down)	-8.4 / -8.4	eV

These are the natural (NBO) partial charges, in e, on atoms 1 to 4:
1 C -0.04
2 O -0.89
3 O -0.66
4 P 0.27


Q: Which of them is the least stable? A: (B).